# 1
A molecular structure, C5H2AlBrCl21, computed with wB97M-V/def2-TZVPD.

Cartesian coordinates (Å):
1 Cl 0.577 -4.846 0.710
2 Al -1.024 -3.204 0.656
3 Br -3.230 -4.227 0.725
4 H -0.849 -2.404 -0.708
5 H -0.772 -2.168 1.868
6 C -0.430 1.160 1.880
7 Cl -0.305 0.302 3.437
8 Cl -1.986 0.766 1.107
9 Cl -0.335 2.917 2.161
10 Cl 0.907 0.656 0.816
11 C 4.670 -5.590 1.280
12 Cl 4.129 -4.214 2.275
13 Cl 3.278 -6.637 0.907
14 Cl 5.381 -4.983 -0.236
15 Cl 5.893 -6.525 2.177
16 C 0.770 1.910 -3.220
17 Cl 0.807 3.491 -4.042
18 Cl -0.587 1.872 -2.066
19 Cl 0.561 0.617 -4.427
20 Cl 2.302 1.662 -2.343
21 C -3.730 -1.390 5.630
22 Cl -4.271 -0.014 6.625
23 Cl -5.122 -2.437 5.257
24 Cl -3.019 -0.783 4.114
25 Cl -2.507 -2.325 6.527
26 C -0.222 7.278 -6.222
27 Cl -1.549 8.246 -5.532
28 Cl -0.057 5.759 -5.306
29 Cl -0.581 6.907 -7.927
30 Cl 1.299 8.200 -6.122

F_max (eV/A): 1.20
Gap between HOMO and LUMO (eV): 6.93
Highest occupied orbital energy (eV): -5.688
Total charge: -1
E_tot (eV): -344831.40400

***

# 2
11 unconnected molecules or ions with the total composition C75H83F10N5O3, computed with wB97M-V/def2-TZVPD.

Cartesian coordinates (Å):
1 C -4.459 -6.738 7.694
2 C -2.986 -6.668 7.273
3 O -2.955 -6.226 5.910
4 C -1.876 -5.337 5.690
5 C -1.974 -4.809 4.262
6 O -1.471 -3.506 4.130
7 N -0.038 -3.480 4.222
8 C 0.387 -3.710 2.827
9 C 1.815 -3.357 2.541
10 N 2.042 -2.540 1.612
11 C 0.268 -2.113 4.646
12 C 1.351 -1.968 5.744
13 C 2.311 -3.161 5.871
14 N 2.245 -3.757 7.223
15 C 1.027 -4.563 7.395
16 O 2.070 -0.792 5.388
17 C 2.314 0.144 6.428
18 C 1.158 1.115 6.671
19 C -0.180 0.494 6.990
20 N -1.157 0.530 6.200
21 C 2.917 -0.444 7.718
22 N 1.957 -0.751 8.775
23 C 2.646 -0.712 10.080
24 H -4.978 -5.971 7.127
25 H -4.866 -7.702 7.411
26 H -4.569 -6.557 8.757
27 H -2.539 -7.660 7.312
28 H -2.462 -5.964 7.917
29 H -1.933 -4.470 6.351
30 H -0.932 -5.878 5.801
31 H -1.560 -5.523 3.547
32 H -3.036 -4.736 4.036
33 H -0.244 -3.145 2.145
34 H 0.268 -4.765 2.579
35 H 2.648 -3.812 3.071
36 H 3.052 -2.412 1.516
37 H 0.511 -1.446 3.820
38 H -0.651 -1.717 5.063
39 H 0.828 -1.890 6.694
40 H 2.223 -3.908 5.082
41 H 3.315 -2.750 5.791
42 H 3.033 -4.398 7.245
43 H 0.920 -4.778 8.458
44 H 1.051 -5.525 6.881
45 H 0.170 -3.956 7.118
46 H 3.126 0.766 6.048
47 H 1.458 1.806 7.458
48 H 1.042 1.719 5.771
49 H -0.299 0.007 7.950
50 H -0.904 1.026 5.344
51 H 3.559 0.344 8.106
52 H 3.589 -1.274 7.488
53 H 1.664 -1.720 8.692
54 H 3.412 -1.493 10.106
55 H 1.942 -0.912 10.882
56 H 3.066 0.271 10.267
57 F 6.233 3.494 1.080
58 C 5.335 2.682 1.675
59 C 5.144 1.409 1.175
60 C 4.224 0.577 1.791
61 C 3.500 1.024 2.886
62 C 3.701 2.309 3.375
63 C 4.630 3.144 2.770
64 H 5.705 1.076 0.311
65 H 4.069 -0.423 1.408
66 H 2.777 0.371 3.360
67 H 3.136 2.651 4.220
68 H 4.808 4.145 3.138
69 F -7.121 -0.559 0.700
70 C -5.975 -1.081 1.185
71 C -5.814 -1.203 2.553
72 C -4.630 -1.739 3.047
73 C -3.627 -2.135 2.172
74 C -3.811 -2.003 0.804
75 C -4.989 -1.477 0.304
76 H -6.604 -0.879 3.217
77 H -4.490 -1.844 4.115
78 H -2.703 -2.546 2.551
79 H -3.028 -2.307 0.121
80 H -5.142 -1.372 -0.763
81 F -2.996 4.479 -2.620
82 C -4.022 3.727 -2.170
83 C -4.230 2.478 -2.720
84 C -5.280 1.701 -2.257
85 C -6.108 2.185 -1.251
86 C -5.886 3.445 -0.711
87 C -4.833 4.225 -1.171
88 H -3.576 2.124 -3.502
89 H -5.451 0.717 -2.675
90 H -6.926 1.578 -0.888
91 H -6.532 3.821 0.070
92 H -4.638 5.206 -0.758
93 F -5.653 -3.235 -4.006
94 C -5.460 -2.289 -4.946
95 C -4.376 -1.442 -4.834
96 C -4.175 -0.471 -5.805
97 C -5.064 -0.354 -6.865
98 C -6.151 -1.213 -6.958
99 C -6.352 -2.192 -5.996
100 H -3.700 -1.544 -3.996
101 H -3.326 0.193 -5.733
102 H -4.907 0.406 -7.619
103 H -6.847 -1.120 -7.782
104 H -7.189 -2.876 -6.055
105 F 2.787 4.524 4.886
106 C 2.943 5.705 5.525
107 C 4.109 6.419 5.345
108 C 4.261 7.632 6.001
109 C 3.254 8.107 6.830
110 C 2.090 7.370 7.001
111 C 1.928 6.161 6.341
112 H 4.886 6.030 4.700
113 H 5.167 8.207 5.864
114 H 3.378 9.051 7.343
115 H 1.306 7.737 7.650
116 H 1.025 5.575 6.455
117 F -2.153 0.427 -3.692
118 C -1.019 -0.106 -3.176
119 C -0.897 -0.217 -1.805
120 C 0.263 -0.770 -1.278
121 C 1.281 -1.190 -2.126
122 C 1.139 -1.064 -3.501
123 C -0.022 -0.522 -4.035
124 H -1.700 0.124 -1.164
125 H 0.375 -0.874 -0.207
126 H 2.185 -1.617 -1.711
127 H 1.932 -1.388 -4.161
128 H -0.156 -0.424 -5.105
129 F 1.704 0.183 -6.568
130 C 3.001 0.076 -6.210
131 C 3.521 0.969 -5.293
132 C 4.853 0.852 -4.924
133 C 5.644 -0.145 -5.480
134 C 5.103 -1.030 -6.402
135 C 3.770 -0.925 -6.769
136 H 2.887 1.742 -4.877
137 H 5.273 1.538 -4.202
138 H 6.684 -0.231 -5.192
139 H 5.720 -1.805 -6.838
140 H 3.326 -1.609 -7.481
141 F 5.588 -2.003 -0.485
142 C 6.837 -1.689 -0.892
143 C 7.208 -1.961 -2.191
144 C 8.491 -1.631 -2.605
145 C 9.383 -1.046 -1.714
146 C 8.990 -0.784 -0.408
147 C 7.705 -1.102 0.005
148 H 6.500 -2.425 -2.866
149 H 8.796 -1.831 -3.624
150 H 10.384 -0.794 -2.040
151 H 9.683 -0.331 0.288
152 H 7.373 -0.899 1.015
153 F -3.447 3.230 -9.440
154 C -2.314 2.702 -8.930
155 C -2.182 2.590 -7.561
156 C -1.019 2.042 -7.039
157 C -0.004 1.624 -7.889
158 C -0.155 1.749 -9.264
159 C -1.319 2.287 -9.793
160 H -2.982 2.929 -6.915
161 H -0.905 1.942 -5.966
162 H 0.904 1.201 -7.480
163 H 0.637 1.428 -9.927
164 H -1.459 2.386 -10.861
165 F -6.372 6.189 -14.965
166 C -5.831 5.335 -14.074
167 C -5.785 3.989 -14.378
168 C -5.223 3.112 -13.460
169 C -4.727 3.589 -12.253
170 C -4.788 4.945 -11.965
171 C -5.339 5.828 -12.882
172 H -6.183 3.637 -15.320
173 H -5.174 2.056 -13.687
174 H -4.295 2.905 -11.539
175 H -4.405 5.315 -11.024
176 H -5.388 6.890 -12.680

SMILES: [H]/N=C\C[C@@H](CNC)O[C@H](CNC)CN(C/C=N/[H])OCCOCC.Fc1ccccc1.Fc1ccccc1.Fc1ccccc1.Fc1ccccc1.Fc1ccccc1.Fc1ccccc1.Fc1ccccc1.Fc1ccccc1.Fc1ccccc1.Fc1ccccc1
F_max (eV/A): 1.66
Gap between HOMO and LUMO (eV): 9.33
Highest occupied orbital energy (eV): -8.909
E_tot (eV): -119883.99410

***

# 3
A single C2H5N molecule, computed with wB97M-V/def2-TZVPD.

Cartesian coordinates (Å):
1 C 0.535 -0.337 0.263
2 C -0.639 0.676 -0.622
3 N 0.166 -1.163 1.107
4 H 1.547 -0.044 -0.032
5 H -0.631 1.642 -0.147
6 H -1.594 0.177 -0.502
7 H -0.313 0.697 -1.649
8 H 0.930 -1.649 1.581

SMILES: [H]/N=C/C
ΔE to the lowest compared entry with this formula, charge and spin (kcal per mole): 15.6
F_max (eV/A): 4.73
Gap between HOMO and LUMO (eV): 10.81
Highest occupied orbital energy (eV): -9.585
E_tot (eV): -3643.83927